Entry i
Computed, not measured: a cluster of 2 separate species, C6H10N3O in total, with ωB97M-V with the def2-TZVPD basis set.

## Properties
HOMO energy: -13.26 eV
HOMO-LUMO gap: 8.247 eV
LUMO energy: -5.010 eV
net charge: +1

Element x y z (Å)
O: 2.11938 2.58322 0.28060
N: 0.91958 -2.40352 0.45488
N: -2.90048 0.51383 0.77770
N: -0.45702 0.87225 -0.09735
C: 1.81991 0.20714 -0.39145
C: 2.74935 -0.90805 -0.24266
C: 0.05149 -1.53275 0.07713
C: 2.64409 1.60347 -0.07118
C: 0.42523 -0.12521 -0.09156
C: 2.33289 -2.03492 0.38417
H: 1.71994 0.32066 -1.42459
H: -0.95710 -1.93070 -0.03220
H: -1.55114 0.81339 0.36898
H: -3.52497 0.95059 1.38443
H: -2.93018 -0.50777 0.93349
H: 2.91592 -2.84238 0.79676
H: 3.72434 1.42736 0.00934
H: 3.78794 -0.74034 -0.55088
H: -3.45776 0.59547 -0.10528
H: -0.07262 1.83846 -0.31593

The computed Mulliken charges, all in e, follow: -0.3641, -0.4382, -0.8502, -0.3930, 0.3392, -0.5458, -0.4103, -0.0833, 0.6015, -0.4666, 0.3807, 0.4202, 0.4335, 0.2654, 0.2950, 0.4411, 0.3730, 0.4371, 0.3271, 0.2377


Entry ii
Computed, not measured: the ion C6H10N3O with charge +1, with ωB97M-V with the def2-TZVPD basis set.

## Properties
HOMO energy: -13.61 eV
HOMO-LUMO gap: 8.710 eV
LUMO energy: -4.899 eV
net charge: +1

Element x y z (Å)
O: -1.13878 -2.72112 0.06566
N: 2.19423 -0.91706 0.02533
N: -2.75104 1.16248 0.14500
N: -1.13941 -0.39706 -0.08180
C: -2.50317 -0.08083 0.18854
C: 0.93032 1.17331 -0.60318
C: 1.84334 0.46871 0.45296
C: -1.53262 1.82316 -0.16641
C: -0.53953 0.90492 -0.38731
C: -0.62023 -1.57613 -0.12512
H: 2.24669 -1.53797 0.84190
H: 1.16824 0.83347 -1.56221
H: 2.76134 1.21086 0.48113
H: -1.42505 2.84419 -0.24791
H: 3.14770 -1.01860 -0.33544
H: -3.18767 -0.77301 0.47469
H: 1.17941 0.55082 1.44572
H: 0.56187 -1.44463 -0.17765
H: -2.13262 -2.69912 0.12346
H: 0.93696 2.19362 -0.55734

The computed Mulliken charges, all in e, follow: -0.3521, -0.6463, -0.4517, 0.0870, -0.0457, -0.9378, -0.4917, -0.5496, 0.3568, 0.3181, 0.2834, 0.3922, 0.3001, 0.4528, 0.2410, 0.3185, 0.3449, 0.5851, 0.3542, 0.4409


Entry iii
Computed, not measured: the ion C6H10N3O with charge +1, with ωB97M-V with the def2-TZVPD basis set.

## Properties
HOMO energy: -14.65 eV
HOMO-LUMO gap: 11.269 eV
LUMO energy: -3.378 eV
net charge: +1

Element x y z (Å)
O: 2.22772 -0.70258 -0.83986
N: -2.02085 -0.76370 -2.66793
N: -1.53634 -1.33505 1.04547
N: -0.27817 0.61748 0.65799
C: -0.36798 1.31911 1.90418
C: -0.04064 -1.08501 -1.00944
C: 1.09531 -0.04704 -1.27749
C: 0.68043 1.14609 -0.29378
C: -1.12206 -0.95761 -1.99570
C: -0.71236 -0.59228 0.40034
H: 0.31298 1.95892 -0.92334
H: 0.48841 -2.06212 -1.15025
H: -1.76531 -2.36813 0.73482
H: 1.54984 1.62357 0.33458
H: 0.45131 0.76632 2.62480
H: -1.96130 -0.92053 1.78586
H: 1.10637 0.00338 -2.36752
H: -1.27546 1.20668 2.39275
H: 0.05870 2.34242 1.72293
H: 3.10940 -0.14993 -1.07841

The computed Mulliken charges, all in e, follow: -0.5835, -0.3776, -0.3278, 0.0577, -1.0338, -0.1642, -0.1339, -0.8164, 0.1261, 0.4787, 0.2760, 0.4417, 0.3223, 0.4643, 0.3568, 0.1936, 0.5998, 0.3656, 0.3874, 0.3672


Decreasing stability: entry iii, entry i, entry ii